This record from the Open Molecules 2025 dataset describes the molecule C4H10N2O2S in a non-equilibrium geometry. The level of theory is the ωB97M-V functional and the def2-TZVPD basis.

Values from the calculation:
HOMO-LUMO gap (spin up / spin down), eV: 8.74 / 8.74
Highest occupied orbital energy (spin up / spin down), eV: -8.7 / -8.7

Element x y z (Å)
C  -1.23201  0.22423  -0.24736
C  -1.95810  -0.83267  0.52628
C  -0.51387  1.19493  0.68781
C  2.23224  -0.79435  -0.21731
N  -0.01796  -1.87682  1.05642
N  -0.36764  -0.50120  -1.14933
O  0.81431  -2.74368  -1.21868
O  -2.63990  -1.77437  -0.09524
S  0.60528  -1.65500  -0.29122
H  -1.96740  0.76750  -0.86445
H  -2.29191  -0.63810  1.53370
H  0.15348  1.84205  0.12428
H  0.05462  0.61375  1.40771
H  -1.23344  1.81252  1.21736
H  2.49767  -0.51871  -1.22933
H  2.16764  0.06599  0.43494
H  2.94003  -1.51536  0.17020
H  0.15795  0.06059  -1.80239
H  -2.23140  -1.96501  -0.95630



This record from the Open Molecules 2025 dataset describes C4H10N2O3 as an isolated structure in a non-equilibrium geometry. The level of theory is the ωB97M-V functional and the def2-TZVPD basis.

Values from the calculation:
HOMO-LUMO gap, eV: 9.02
Highest occupied orbital energy, eV: -9.1

Element x y z (Å)
C  -1.33723  0.31318  -0.92565
C  -1.44391  0.47551  0.44907
C  -0.88616  1.38286  -1.84750
N  0.85340  -0.87036  1.09269
C  1.47400  -0.48471  -0.39556
N  1.75324  -0.72647  2.14790
O  2.35648  0.32894  -0.35946
O  0.33958  -2.21062  1.09447
O  0.71089  -0.97470  -1.23786
H  0.26894  -2.39834  0.14032
H  -1.73236  -0.58538  -1.38124
H  1.32569  -0.23030  2.92150
H  2.56706  -0.22522  1.80370
H  -0.31530  -0.14534  0.98366
H  -2.18779  -0.13024  0.95833
H  -1.37200  1.49139  0.82816
H  -0.29187  0.98077  -2.66479
H  -1.77467  1.86048  -2.27834
H  -0.30797  2.14856  -1.32941



This record from the Open Molecules 2025 dataset describes a 2-piece molecular cluster, C4H10N2O3 overall in a non-equilibrium geometry. The level of theory is the ωB97M-V functional and the def2-TZVPD basis.

Values from the calculation:
HOMO-LUMO gap, eV: 9.64
Highest occupied orbital energy, eV: -9.1

Element x y z (Å)
C  1.22117  0.45855  -1.62289
C  1.04375  0.47260  -0.28824
C  2.22402  0.53662  0.63529
O  -0.09117  1.24248  0.30402
N  -1.35959  1.12945  -0.35310
H  2.20088  0.29783  -2.05706
H  0.43657  0.51938  -2.36675
H  2.25820  -0.35240  1.27054
H  3.17462  0.60159  0.09858
H  2.16541  1.38023  1.32705
H  -1.89241  1.84421  0.14753
H  -1.20433  1.52128  -1.28894
N  -2.05211  -1.26261  1.28454
C  -0.96377  -1.61869  0.58391
O  0.08654  -2.06797  1.07083
O  -1.16726  -1.67222  -0.73437
H  -2.06634  -1.48550  2.26828
H  -2.80916  -0.76911  0.84068
H  -1.20502  -0.77572  -1.11990



This record from the Open Molecules 2025 dataset describes the molecule C4H10N2OS in a non-equilibrium geometry. The level of theory is the ωB97M-V functional and the def2-TZVPD basis.

Values from the calculation:
HOMO-LUMO gap, eV: 9.72
Highest occupied orbital energy, eV: -9.0

Element x y z (Å)
C  -0.35916  0.76977  2.27422
N  -1.05397  -0.30225  1.55269
C  -1.00956  -0.56953  0.22194
O  -1.76836  -1.40917  -0.26067
C  -0.02974  0.09024  -0.70409
N  -0.39357  0.25346  -2.11398
C  1.31657  -0.63038  -0.65766
S  2.68775  -0.01527  -1.69335
H  0.02493  1.48993  1.56321
H  0.43838  0.35169  2.87558
H  -1.12547  1.25852  2.88318
H  -1.88365  -0.70003  1.97749
H  0.15276  1.11892  -0.32904
H  -0.35549  -0.68410  -2.50636
H  -1.37021  0.53422  -2.20760
H  1.65835  -0.66092  0.37925
H  1.14402  -1.68548  -0.86619
H  1.92642  0.79038  -2.38863



This record from the Open Molecules 2025 dataset describes an isolated ion of composition C4H10N2OS and charge +1 in a non-equilibrium geometry. The level of theory is the ωB97M-V functional and the def2-TZVPD basis.

Values from the calculation:
HOMO-LUMO gap (spin up / spin down), eV: 10.83 / 4.46
Charge: +1
Multiplicity: 2
Highest occupied orbital energy (spin up / spin down), eV: -14.1 / -13.5

Element x y z (Å)
C  -0.63536  0.41599  1.03931
N  -0.66942  -1.15097  1.15015
C  -1.86318  -1.88219  0.70878
O  -2.93040  -1.38306  0.49784
C  -0.17874  0.82867  -0.42668
C  1.39819  1.15636  -0.77375
S  2.56950  -0.28154  -0.49504
N  -0.75481  2.21968  -0.79346
H  -1.68596  0.81866  1.07751
H  0.02159  0.84068  1.83284
H  0.21105  -1.53760  1.05435
H  -1.73904  -2.94529  0.58775
H  -0.65291  0.13123  -1.20202
H  1.43773  1.78089  -1.74149
H  1.98265  1.70975  -0.09640
H  2.93494  -0.62563  -1.80707
H  -1.12712  2.67676  0.01537
H  -1.40757  2.12572  -1.56565



This record from the Open Molecules 2025 dataset describes an isolated ion of composition C4H10N2P and charge +1 in a non-equilibrium geometry. The level of theory is the ωB97M-V functional and the def2-TZVPD basis.

Values from the calculation:
HOMO-LUMO gap, eV: 10.69
Charge: +1
Highest occupied orbital energy, eV: -14.1

Element x y z (Å)
P  0.69659  -1.67611  1.98341
C  0.53697  -0.84647  0.35057
C  0.92106  0.64356  0.38149
C  0.66318  1.27245  -0.94135
N  -0.74141  1.09822  -1.24102
C  -1.42525  0.05298  -0.87228
N  -0.91271  -0.96050  -0.15450
H  -0.11911  -2.74881  1.61674
H  -0.47865  -1.18241  2.41333
H  1.12360  -1.38704  -0.47483
H  1.94710  0.59268  0.69547
H  0.21991  1.27095  1.05016
H  0.88565  2.29257  -0.81457
H  1.23424  1.09176  -1.73868
H  -1.25504  1.85308  -1.78727
H  -2.42415  0.19951  -1.28556
H  -1.47402  -1.44203  0.52002



Calculated E (hartree), listed in the same order as above: -816.45301 -493.50267 -493.55319 -741.34953 -740.95587 -608.99014
Calculated ΔE to the lowest compared entry with this formula, charge and spin (eV), listed in the same order as above: 3.0606 4.9645 3.5900 0.7748 2.3971 0.3943